70
Properties=species:S:1:pos:R:3:forces:R:3 method="wB97M-V/def2-TZVPD" spin_multiplicity=2 charge=+3 homo_lumo_gap_ev="5.74 / 3.53" e_lumo_ev="-9.41 / -11.54" e_homo_ev="-15.1 / -15.1"
Ir 0.06425 -0.07105 -0.38414 -0.63 -0.60 0.92
C -2.29502 2.67412 -1.81802 0.19 0.37 0.01
Si -1.48193 2.88514 -0.14675 -0.19 -0.81 0.30
C 0.27374 3.52347 -0.18773 0.06 -0.04 -0.33
C -2.43024 4.14649 0.85084 -0.05 -0.19 -0.07
N -1.43295 1.14520 0.53939 1.37 1.66 -2.63
C -2.06470 0.63069 1.59933 -0.47 -1.79 1.71
C -2.94837 1.27731 2.50496 0.52 0.05 -0.66
C -3.55258 0.59155 3.53499 0.12 -0.74 0.05
C -3.31754 -0.77135 3.72867 0.01 0.05 -0.05
C -2.45937 -1.45363 2.86752 -0.21 -0.09 0.20
C -1.87388 -0.74264 1.85948 -1.30 1.61 0.90
F -1.03239 -1.38706 0.96228 0.33 -0.58 -0.82
H -2.65687 3.65473 -2.13613 0.01 0.03 -0.08
H -3.16603 2.01827 -1.79481 0.01 -0.04 0.16
H -1.60879 2.32764 -2.58927 -0.02 0.05 -0.05
H 0.33410 4.27851 -0.97645 0.04 0.07 0.01
H 1.05924 2.79587 -0.38867 -0.05 -0.01 0.03
H 0.52129 4.02460 0.74779 -0.06 -0.02 0.08
H -2.24192 5.08178 0.31150 0.05 0.00 -0.03
H -2.06829 4.29513 1.86689 0.01 -0.07 0.03
H -3.51117 4.01368 0.85689 -0.01 -0.10 0.04
H -3.16251 2.32172 2.37523 0.01 0.17 -0.06
H -4.22652 1.11649 4.19728 0.00 0.03 0.00
H -3.80483 -1.30270 4.53373 0.04 -0.01 -0.01
H -2.26390 -2.51263 2.96873 -0.01 -0.05 0.09
N -3.04372 -1.24040 -1.49617 0.26 -0.06 0.03
C -2.23716 -0.65240 -2.40361 -0.65 -0.31 0.14
N -1.02106 -0.22464 -2.14549 0.50 0.23 0.37
C -0.42180 0.31709 -3.28145 0.41 0.10 -0.17
C -1.16799 0.25980 -4.40914 0.31 -0.04 0.61
S -2.69042 -0.46615 -4.05894 -0.02 0.00 0.20
C 0.90923 0.84627 -3.00408 -0.05 0.03 -0.74
C 1.80439 1.44463 -3.81911 -0.43 -0.30 0.54
S 3.26545 1.77755 -2.97089 0.01 -0.12 0.23
C 2.60875 1.06235 -1.54048 1.15 0.38 0.29
N 1.35781 0.65267 -1.67828 -0.82 0.86 -0.55
N 3.33899 0.94653 -0.42961 -0.26 0.13 -0.44
H -2.85423 -1.11487 -0.50834 -0.14 0.12 -0.15
H -4.00039 -1.43998 -1.74692 -0.01 0.02 0.06
H -0.93567 0.60475 -5.40214 0.04 0.03 -0.02
H 1.70377 1.69563 -4.86134 -0.05 0.02 -0.04
H 4.29318 1.27018 -0.41706 0.04 0.01 -0.03
H 3.02735 0.40043 0.36138 0.14 0.03 -0.20
S 1.37221 -1.98889 -0.59285 -0.02 -0.13 0.28
C 0.84778 -3.12595 -1.79860 -0.09 -0.36 -0.21
N -0.38712 -3.47762 -2.12395 0.05 0.33 0.17
C -0.39788 -4.65844 -3.00682 -0.07 -0.14 -0.07
C 1.10272 -4.87900 -3.29632 -0.01 -0.05 -0.09
N 1.73352 -3.86870 -2.43572 -0.01 0.26 0.23
H -1.18668 -3.18557 -1.58232 -0.02 0.01 -0.05
H -0.96860 -4.45695 -3.91097 0.01 -0.01 0.04
H -0.84230 -5.50281 -2.48150 -0.01 0.02 -0.04
H 1.35750 -4.68265 -4.33661 -0.01 -0.04 0.02
H 1.44207 -5.87604 -3.02417 0.00 0.02 -0.03
H 2.72845 -3.74049 -2.33715 0.02 -0.02 -0.06
O 0.83873 0.17102 1.57935 0.13 0.28 -0.56
S 2.22099 -0.02726 2.25491 -0.24 -0.20 0.44
C 2.36008 1.30919 3.45818 -0.05 -0.08 0.03
C 2.94852 0.62372 4.68710 0.08 0.02 -0.02
C 2.13799 -0.65866 4.88065 -0.05 -0.05 0.03
C 1.99447 -1.32603 3.50641 -0.01 0.02 -0.06
H 1.33344 1.64244 3.62881 -0.01 0.01 -0.04
H 2.95081 2.11586 3.03106 0.04 0.01 0.02
H 2.88929 1.29016 5.54627 -0.03 -0.02 0.01
H 4.00603 0.39751 4.53451 0.01 0.00 -0.02
H 1.15269 -0.42275 5.28370 0.00 0.01 -0.03
H 2.62191 -1.34282 5.57449 0.00 0.02 0.02
H 1.01049 -1.74589 3.29552 -0.01 0.00 0.05
H 2.74695 -2.08642 3.30417 0.07 0.02 0.04

***

12
Properties=species:S:1:pos:R:3:forces:R:3 method="wB97M-V/def2-TZVPD" relative_energy_kcal_mol=31.1 charge=0 homo_lumo_gap_ev=8.21 e_lumo_ev=0.04 e_homo_ev=-8.2
C -0.09157 -1.22111 -0.70672 -0.31 -0.40 -0.87
N -0.86957 -0.63990 0.33066 2.62 1.99 -2.54
N -0.31883 0.37909 0.98409 -0.56 3.50 -0.31
C 0.17474 1.48620 -0.03286 -2.45 0.17 1.81
I 1.28184 0.07975 2.43201 0.10 -0.32 -0.30
H 0.74764 -1.80542 -0.37734 1.16 0.36 0.55
H -0.61400 -1.99529 -1.24906 -0.85 0.19 -0.38
H 0.12905 -0.36616 -1.34229 0.65 -0.82 -0.50
H -1.41821 -1.21323 0.81770 -2.53 -2.43 2.79
H 1.13324 1.27670 -0.26317 3.21 -1.01 -1.27
H -0.44685 1.47889 -0.93838 -0.05 -0.02 0.54
H 0.29252 2.54049 0.34536 -0.99 -1.22 0.48

***

156
Properties=species:S:1:pos:R:3:forces:R:3 method="wB97M-V/def2-TZVPD" charge=+1 homo_lumo_gap_ev=7.13 e_lumo_ev=-2.70 e_homo_ev=-9.8
Ca -0.90071 -2.75025 2.76599 0.16 1.96 -1.90
C 0.24649 -0.19510 0.48016 0.38 0.57 -0.36
O -0.34806 -1.23993 1.11977 -0.43 -1.22 0.59
H -0.04308 0.79840 0.86954 0.01 -0.03 0.30
H 1.35659 -0.19979 0.47954 0.11 -0.11 0.40
H 0.05977 -0.07315 -0.60616 -0.44 -0.46 0.00
C 4.27298 -1.34936 -0.33765 0.43 -0.73 0.55
C 5.78624 -1.27338 -0.06354 0.17 1.37 -0.21
C 6.13291 -1.82843 1.34732 -1.68 0.32 -0.88
C 6.26586 -3.32119 1.34529 0.07 -0.53 0.47
C 7.31579 -3.71770 0.32028 0.62 0.17 0.62
C 6.98391 -3.27053 -1.11953 -0.37 -1.19 0.13
N 6.59820 -1.87355 -1.11926 1.01 0.09 1.14
O 6.33854 -1.33627 -2.39660 -0.13 -0.26 0.14
C 8.23277 -3.48136 -1.96890 0.42 0.12 -0.83
C 5.89145 -4.23081 -1.65234 0.25 0.75 -0.92
C 6.13979 0.22042 -0.01771 0.42 0.55 -0.05
H 3.98209 -2.39652 -0.21160 -0.38 0.10 -0.19
H 4.02190 -0.99341 -1.33374 0.03 -0.06 -0.03
H 3.75979 -0.74998 0.41693 -0.16 0.04 -0.12
H 6.97466 -1.31281 1.80565 0.27 -0.17 -0.25
H 5.23830 -1.52451 1.90675 0.24 -0.04 0.37
H 5.33498 -3.86803 1.14717 -0.17 0.43 -0.38
H 6.46666 -3.64662 2.37329 0.60 -0.12 -0.20
H 7.49334 -4.79342 0.38754 -0.17 -0.05 -0.49
H 8.28535 -3.28780 0.59699 -0.11 0.25 0.08
H 8.59845 -4.50545 -1.87801 -0.06 -0.01 0.12
H 8.05337 -3.32154 -3.03633 -0.37 -0.11 0.07
H 9.07185 -2.80959 -1.76866 -0.19 0.04 0.59
H 4.93542 -4.07411 -1.15670 0.05 -0.34 0.19
H 5.73585 -3.99391 -2.70958 -0.14 0.00 0.05
H 6.24986 -5.25865 -1.63053 -0.23 -0.09 0.30
H 7.22329 0.36777 0.01005 0.01 -0.19 -0.13
H 5.77771 0.73077 0.87901 -0.32 -0.25 0.02
H 5.75285 0.76931 -0.87801 -0.03 -0.09 -0.03
H 7.14148 -0.83202 -2.57674 -0.14 0.02 -0.13
C -2.28166 2.53160 6.09529 0.36 0.67 0.86
O -1.89583 1.44444 5.29590 0.03 -0.38 -0.46
C -2.74120 1.32881 4.14700 1.26 0.50 0.24
C -2.20656 0.27825 3.19630 -0.66 0.14 -0.49
N -2.39028 -1.10676 3.63554 -0.47 -1.62 0.80
C -3.73993 -1.70164 3.33599 -0.06 1.10 -0.04
C -3.95251 -1.94169 1.84637 -1.31 0.86 -0.02
O -3.01028 -2.80784 1.25817 -0.35 0.44 1.07
C -3.12107 -2.91354 -0.13809 0.60 0.80 -1.00
H -1.56225 2.61691 6.91158 -0.12 -0.36 0.12
H -3.29011 2.42805 6.50377 -0.06 -0.16 -0.03
H -2.23390 3.51987 5.62391 -0.11 -0.27 -0.62
H -2.65998 2.26976 3.60238 -0.49 0.09 0.00
H -3.75343 1.18229 4.53194 -0.24 -0.20 -0.48
H -1.18010 0.45001 2.86796 0.23 -0.04 0.65
H -2.70847 0.40573 2.23475 -0.31 -0.08 0.14
H -2.33625 -1.16426 4.65058 0.21 0.46 0.02
H -4.43794 -0.94461 3.71284 -0.54 -0.12 -0.63
H -4.02372 -2.56691 3.94286 0.86 -0.26 0.03
H -4.01099 -0.94312 1.39245 0.64 -0.17 -0.45
H -4.97336 -2.30888 1.67241 0.04 -0.30 0.25
H -2.22800 -3.40200 -0.52281 -0.09 -0.33 0.24
H -3.07489 -1.92337 -0.60535 -0.14 0.12 0.20
H -4.02369 -3.40145 -0.51100 -0.11 -0.23 0.44
C 2.62544 3.09165 -5.91745 0.82 0.29 0.15
O 1.93624 2.70026 -4.75180 -0.26 0.15 -0.32
C 2.82241 2.27244 -3.75616 -0.31 -0.55 1.12
C 2.07784 2.01291 -2.46198 -0.92 0.35 0.46
N 1.52824 3.22511 -1.87175 0.69 0.50 0.20
C 0.88476 3.06361 -0.57605 -0.07 -0.68 -0.66
C 0.44381 4.40001 -0.06129 -0.91 0.45 0.05
O -0.60451 4.81919 -0.92984 0.14 -0.03 -0.56
C -1.06666 6.15012 -0.80168 -0.08 -0.59 -0.53
H 1.94218 3.41535 -6.69713 -0.25 -0.31 0.06
H 3.29590 2.29377 -6.25483 -0.27 -0.17 -0.27
H 3.29530 3.93933 -5.72026 -0.13 0.09 0.17
H 3.58563 3.02708 -3.54001 0.15 -0.02 -0.25
H 3.27089 1.29486 -3.97910 0.31 0.22 -0.56
H 2.77123 1.55604 -1.75091 0.11 0.09 0.02
H 1.25852 1.28815 -2.59228 0.21 -0.29 -0.35
H 0.86261 3.67243 -2.48976 0.09 -0.08 -0.17
H 1.53942 2.54714 0.13032 0.19 0.18 -0.04
H 0.00503 2.41405 -0.70323 -0.14 0.04 0.34
H 1.27090 5.11691 -0.09306 -0.01 -0.01 0.13
H -0.00407 4.34284 0.94017 0.46 -0.10 0.19
H -1.74904 6.23361 0.04801 0.28 0.32 0.28
H -1.65283 6.33715 -1.70212 -0.03 0.06 0.03
H -0.23939 6.86114 -0.80522 -0.02 0.11 0.40
C -1.62440 -2.30787 -7.91283 0.09 0.83 -0.24
O -0.21261 -2.23193 -7.93733 0.08 -0.07 0.61
C 0.35196 -0.92893 -7.90491 0.39 0.21 -0.87
C 0.01379 0.06052 -6.79469 0.28 -0.70 0.38
N -1.35324 0.57534 -6.82859 -0.19 -0.03 0.74
C -1.49211 1.84556 -6.13495 0.54 0.63 0.34
C -1.24505 1.80371 -4.62341 -0.01 -0.84 -0.76
O -2.33541 1.06935 -4.07225 -0.19 0.17 0.52
C -2.17146 0.89982 -2.66989 0.13 1.03 -0.52
H -1.93333 -3.34015 -8.04767 0.18 -0.08 0.13
H -2.07575 -1.69966 -8.70586 0.08 -0.05 -0.12
H -2.00390 -1.89363 -6.98125 -0.22 -0.33 0.22
H 0.19092 -0.46810 -8.88798 -0.30 0.22 0.08
H 1.43339 -1.08262 -7.85473 -0.05 -0.23 0.09
H 0.74812 0.87112 -6.83986 -0.23 0.20 -0.47
H 0.30394 -0.40393 -5.83832 -0.38 -0.16 0.08
H -1.91656 -0.03380 -6.23809 -0.10 -0.26 -0.49
H -2.50580 2.24142 -6.24443 0.02 -0.14 -0.24
H -0.80702 2.57629 -6.57707 -0.04 -0.05 -0.02
H -1.10719 2.83976 -4.29323 -0.38 -0.10 0.55
H -0.37029 1.20831 -4.34327 0.43 0.46 -0.30
H -2.74576 0.05476 -2.30533 0.01 -0.18 -0.13
H -2.50987 1.81473 -2.17528 -0.12 -0.06 0.17
H -1.10484 0.82204 -2.44455 0.00 -0.45 0.22
C 0.87550 -0.99681 5.10787 -0.88 0.10 0.01
O 0.85466 -1.68916 3.86024 0.84 -0.21 0.80
C 2.20862 -2.02103 3.45605 -1.21 0.29 0.24
C 2.13740 -2.90232 2.24637 1.60 -0.36 -0.28
N 1.14093 -3.97871 2.39504 0.42 0.84 -0.60
C 0.86748 -4.55111 1.08092 -0.27 -0.64 -0.49
C -0.39081 -5.40041 1.10975 0.78 -0.63 0.68
O -1.46102 -4.68810 1.71808 0.03 -0.61 -0.54
C -2.47726 -5.54552 2.23295 -0.09 -0.16 -0.47
H 1.37630 -0.03100 5.03328 0.28 -0.13 -0.06
H 1.29065 -1.62423 5.89837 0.24 0.08 -0.03
H -0.16177 -0.77343 5.36210 0.03 0.03 0.02
H 2.69571 -2.58167 4.26044 0.03 0.32 0.22
H 2.67049 -1.05003 3.27882 0.59 -0.28 -0.16
H 3.13683 -3.35109 2.13259 0.03 -0.01 0.13
H 2.05398 -2.34857 1.31315 -0.90 0.07 0.15
H 1.47116 -4.64493 3.08505 0.05 -0.25 -0.28
H 1.66471 -5.15677 0.62952 0.16 -0.21 0.50
H 0.78218 -3.75339 0.33833 -0.43 0.34 0.40
H -0.26150 -6.27077 1.76611 0.45 -0.19 -0.32
H -0.54680 -5.75982 0.08879 -0.71 0.12 0.06
H -3.33049 -4.93547 2.51754 0.12 0.11 0.14
H -2.08782 -6.12394 3.07460 -0.09 -0.04 0.01
H -2.82367 -6.21967 1.44658 0.05 -0.10 0.08
C -8.23541 1.64466 2.99560 0.52 1.14 -0.21
O -7.58284 2.10952 4.17203 0.06 -0.02 -0.42
C -7.59621 3.52248 4.26516 -1.30 0.62 -0.35
C -6.33705 4.00537 4.91213 0.38 -0.02 0.53
N -5.09603 3.70163 4.19315 0.12 -0.30 -0.01
C -4.98356 4.39888 2.89957 -1.00 -0.69 -0.13
C -3.68387 4.19844 2.12210 0.33 0.40 0.48
O -3.69097 2.96284 1.44727 -1.16 -0.19 -0.18
C -2.69200 2.66318 0.49069 0.16 -0.81 0.98
H -7.66975 2.01107 2.12808 0.17 -0.46 -0.10
H -9.20469 2.13278 2.85547 -0.32 -0.48 0.38
H -8.27308 0.56324 3.02921 -0.19 -0.05 -0.03
H -8.48972 3.82728 4.82673 0.20 -0.04 0.45
H -7.79072 4.04913 3.31822 0.42 -0.57 -0.36
H -6.31767 3.48186 5.87400 0.37 0.20 0.07
H -6.38780 5.07675 5.11399 -0.08 0.01 -0.01
H -5.17797 2.70084 4.03316 0.36 0.04 -0.25
H -5.19729 5.44798 3.10861 0.40 0.14 -0.17
H -5.79803 4.04628 2.25157 0.08 0.24 -0.30
H -2.86011 4.25169 2.84707 0.21 -0.03 -0.08
H -3.54498 5.02026 1.41519 -0.11 0.07 -0.10
H -1.76916 2.51074 1.06206 0.43 0.30 -0.49
H -2.56612 3.31842 -0.37085 -0.10 0.54 0.36
H -2.95808 1.67811 0.10000 -0.06 0.04 -0.01

***

48
Properties=species:S:1:pos:R:3:forces:R:3 method="wB97M-V/def2-TZVPD" relative_energy_kcal_mol=0.0 charge=0 homo_lumo_gap_ev=7.51 e_lumo_ev=-0.26 e_homo_ev=-7.8
O 0.18845 3.43323 -0.60285 -0.24 -0.09 -0.08
C -0.15710 2.29834 -0.89926 0.62 1.64 1.01
C 0.61945 1.63292 -1.93017 -0.39 -2.89 -0.96
C 0.34306 0.36569 -2.32847 0.05 1.50 0.08
C -0.80174 -0.44400 -1.78087 0.52 1.60 -0.20
O -0.20553 -1.64446 -1.30516 -0.74 -0.09 0.31
C -0.18975 -2.74269 -2.10953 1.40 -1.63 0.52
C 0.62353 -3.82741 -1.75833 -0.97 1.25 0.34
C 0.58933 -4.99401 -2.54704 -0.27 -0.40 -1.53
C -0.15935 -5.05499 -3.73415 0.73 0.38 1.65
C -0.98118 -3.92871 -4.07367 0.80 -1.92 -0.87
C -1.75678 -3.91568 -5.23226 -0.88 0.28 -0.76
C -2.51749 -2.79681 -5.54107 1.00 -1.98 -0.39
C -2.48356 -1.68622 -4.73992 -0.15 1.35 0.66
C -1.71671 -1.68627 -3.58606 -1.75 0.93 -1.71
C -0.97334 -2.80032 -3.27191 0.68 0.64 1.43
O -1.80453 -0.58851 -2.77988 0.50 -0.77 0.13
C -1.52745 0.27861 -0.66903 -1.12 0.27 1.79
C -2.57666 -0.43265 -0.06626 1.17 -0.99 -1.47
C -3.27017 0.06023 1.00031 -0.18 0.64 -0.05
C -2.95168 1.31854 1.50047 0.43 0.42 0.15
C -1.90478 2.09885 0.95292 -0.58 -0.60 -0.40
O -1.56206 3.34256 1.44358 0.03 -0.42 0.26
C -1.33882 3.35884 2.86597 -0.47 -1.32 0.27
C -0.19956 2.44076 3.27720 0.96 -0.22 0.49
C 1.08391 2.66766 2.72925 0.18 -0.41 0.41
C 2.12682 1.79710 3.07701 -0.16 0.59 0.05
C 1.89075 0.81249 4.02921 -0.43 0.42 -0.17
C 0.62054 0.71696 4.58667 -0.08 0.94 -1.09
N -0.42657 1.48604 4.21846 0.64 0.37 -0.76
C -1.24075 1.58840 -0.19573 0.19 -1.18 -0.24
H 1.46847 2.15631 -2.32803 0.08 0.31 -0.08
H 0.91029 -0.13526 -3.10124 0.21 0.01 -0.05
H 1.20339 -3.73883 -0.83537 -0.11 -0.19 -0.39
H 1.21265 -5.86046 -2.28562 -0.28 0.51 0.00
H -0.07376 -5.94883 -4.36333 -0.34 0.52 0.19
H -1.78378 -4.78064 -5.89688 0.09 0.19 0.27
H -3.07623 -2.83734 -6.45455 -0.37 0.28 -0.24
H -3.06056 -0.81922 -5.05276 0.15 0.03 0.42
H -2.79032 -1.42257 -0.50370 -0.07 0.51 0.48
H -4.10088 -0.51964 1.38315 0.07 0.18 0.26
H -3.54033 1.67392 2.33674 0.21 0.21 0.02
H -1.17160 4.34996 3.24581 0.33 0.73 -0.61
H -2.24409 3.05040 3.37359 -0.18 -0.33 0.22
H 1.31966 3.54414 2.11444 -0.49 -0.51 -0.03
H 3.13200 1.95694 2.66693 -0.47 -0.12 0.15
H 2.67377 0.16977 4.38836 0.18 -0.20 -0.03
H 0.47067 -0.02210 5.33598 -0.48 -0.41 0.59

***

13
Properties=species:S:1:pos:R:3:forces:R:3 method="wB97M-V/def2-TZVPD" relative_energy_kcal_mol=79.7 charge=0 homo_lumo_gap_ev=10.22 e_lumo_ev=1.06 e_homo_ev=-9.2
N -0.79100 0.20899 1.54591 -0.21 -0.26 0.59
C -0.81907 -0.26077 0.16814 0.22 0.27 0.21
C 0.37470 -1.17674 -0.25486 0.11 -0.18 0.03
C 1.05252 0.05277 -0.87242 0.11 -0.56 -0.92
O 1.23281 1.01262 0.11702 -1.49 0.46 -0.57
C -0.13605 0.85282 -0.61693 0.47 0.55 0.32
H 0.16332 0.58388 1.58614 -0.40 -0.20 0.74
H -1.36811 1.05599 1.54638 -0.06 -0.35 0.31
H -1.81813 -0.65132 -0.09824 0.53 0.52 -0.20
H 0.86705 -1.69182 0.57290 0.17 0.09 -0.20
H 0.13618 -1.87193 -1.06357 -0.28 -0.07 0.27
H 1.69330 0.08539 -1.73754 0.33 -0.17 -0.08
H -0.58753 1.80012 -0.89292 0.49 -0.11 -0.51

***

18
Properties=species:S:1:pos:R:3:forces:R:3 method="wB97M-V/def2-TZVPD" relative_energy_kcal_mol=133.7 charge=0 homo_lumo_gap_ev=8.38 e_lumo_ev=-0.92 e_homo_ev=-9.3
O -2.23855 -1.99334 0.83502 -0.21 -0.32 0.46
N -1.77918 -1.03815 0.28092 1.04 0.59 -2.26
O -1.53783 -0.91981 -0.92900 -0.44 -0.26 1.77
C -1.45470 0.13900 1.06752 -1.53 4.89 0.96
N -0.85065 1.31141 0.59020 1.61 -2.06 -1.78
N -1.00642 2.25414 1.41516 -0.33 -0.06 0.03
N -1.83210 1.79265 2.33577 -0.57 0.00 2.26
N -2.17166 0.51494 2.11941 0.14 -0.50 1.47
H -2.01514 2.40149 3.25624 0.17 -2.28 -2.85
C 1.25330 0.10811 -2.47665 -1.90 -0.01 -3.07
C 1.53805 -0.04017 -1.22747 1.07 -1.23 2.15
C 2.01383 -1.19697 -0.36390 0.87 -0.58 1.22
H 0.66017 1.00799 -2.77868 1.22 -0.49 0.12
H 1.28710 -0.67182 -3.26295 -0.03 0.27 0.78
H 1.55063 0.84518 -0.64615 -0.55 0.83 0.63
H 3.14158 -1.13183 -0.30455 -1.06 0.22 0.50
H 1.89587 -2.27579 -0.61248 -0.56 0.91 -0.62
H 1.54570 -1.10704 0.70159 1.05 0.06 -1.77

***

| no. | M (Da) | electronic energy (Ha) |
| --- | --- | --- |
| 1 | 779.123 | -3402.24051 |
| 2 | 185.996 | -487.49874 |
| 3 | 894.324 | -3490.86654 |
| 4 | 407.425 | -1356.65672 |
| 5 | 85.106 | -286.50471 |
| 6 | 157.133 | -580.64631 |